<P>
One molecule with the formula C7H17N, computed with the ωB97M-V functional and the def2-TZVPD basis.

Geometry (Å):
C  -0.5117  0.7193  0.1693
N  -0.3222  -0.7240  -0.1578
C  -0.0001  -1.6243  0.9427
C  -1.1194  -1.9028  2.0293
C  0.6251  -3.0248  0.6786
C  0.7174  1.6485  -0.0846
C  -0.0129  2.7726  -2.2480
C  0.9436  1.8084  -1.5602
H  -1.4496  1.2774  -0.2732
H  -0.7228  0.7690  1.2776
H  -1.1904  -0.9356  -0.5344
H  0.7708  -1.0079  1.4689
H  -1.5962  -2.8772  1.8743
H  -1.7607  -1.0803  1.9026
H  -0.6914  -2.0305  3.0513
H  0.1063  -3.4168  -0.2745
H  0.9314  -3.5102  1.6076
H  1.3996  -3.0349  -0.0795
H  0.4479  2.5979  0.4157
H  1.5903  1.4011  0.5422
H  0.1691  3.7524  -1.7705
H  -0.9630  2.4070  -1.8781
H  -0.0920  3.0047  -3.2832
H  1.9511  2.2392  -1.7590
H  0.7797  0.7717  -2.0573

Computed properties:
**SMILES**: CCCCNC(C)C
**M**: 115.22 g/mol
**LUMO energy**: 0.04073 Eh

=====

<Q>
C7H17N as an isolated structure, computed with the ωB97M-V functional and the def2-TZVPD basis.

Geometry (Å):
C  1.5575  -1.1128  -0.1780
N  0.2231  -0.6683  -0.4137
C  0.1357  0.4670  -1.2860
C  -1.1243  1.2925  -1.0342
C  -2.3512  0.3411  -1.0381
C  -1.0562  2.0439  0.2923
C  1.5941  -1.3663  1.2642
C  1.4814  -0.3657  2.2273
H  2.3591  -0.4066  -0.4403
H  1.7879  -2.0342  -0.7521
H  0.1691  0.1618  -2.3556
H  -0.1942  -4.3895  0.2927
H  0.9839  1.1537  -1.1861
H  -1.3799  1.9274  -1.8879
H  -2.5063  -0.1698  -0.0814
H  -2.2105  -0.4193  -1.8117
H  -3.2702  0.9059  -1.2292
H  -1.0888  1.2954  1.0955
H  -0.0895  2.5576  0.3965
H  -1.8715  2.7420  0.4061
H  1.8175  -2.3509  1.6564
H  -0.0848  -3.6553  0.2897
H  0.4613  -0.8436  1.6738
H  1.3206  0.6952  2.0471
H  1.5514  -0.6154  3.2762

Computed properties:
**M**: 115.22 g/mol
**LUMO energy**: -0.01877 Eh

=====

<R>
A 2-piece molecular cluster, C7H17N overall, computed with the ωB97M-V functional and the def2-TZVPD basis.

Geometry (Å):
C  -1.3529  0.2159  -0.1552
C  -1.7207  1.6673  0.0576
C  -2.0897  -0.7416  0.7554
C  -0.9822  -0.2047  -1.4186
H  0.1921  0.1382  0.6583
H  0.7090  -0.3892  -1.2112
H  -1.4249  1.9915  1.0552
H  -2.8006  1.8134  -0.0379
H  -1.2359  2.3172  -0.6677
H  -1.8363  -0.5452  1.7993
H  -1.8381  -1.7764  0.5298
H  -3.1707  -0.6262  0.6463
H  -1.1761  -1.2242  -1.7271
H  -0.8926  0.5157  -2.2223
C  1.6992  -2.0507  -0.4738
C  1.8807  1.5239  0.5758
C  1.4352  0.0721  0.6057
N  1.6557  -0.5991  -0.6021
H  1.8229  -0.4589  1.4825
H  2.6442  -2.3469  -0.0140
H  0.8788  -2.4581  0.1369
H  1.6341  -2.4993  -1.4651
H  2.9579  1.5902  0.4121
H  1.3753  2.0507  -0.2337
H  1.6356  2.0241  1.5139

Computed properties:
**SMILES**: C=C(C)C.CCNC
**M**: 115.22 g/mol
**LUMO energy**: 0.03131 Eh

=====

So which one wins? Going from most stable to least: <R>, <P>, <Q>.

=====

<P>
One molecule with the formula CH5NP2, computed with the ωB97M-V functional and the def2-TZVPD basis.

Geometry (Å):
C  -0.2440  0.1583  -1.6643
N  -0.3348  0.0061  0.9912
P  -1.0696  -0.8517  -0.0841
P  -0.2632  -0.2304  2.6572
H  0.8426  0.4276  -1.3118
H  0.0081  -0.3551  -2.5733
H  -0.9498  0.9515  -1.6027
H  -0.5741  1.1242  2.8753
H  -1.7587  -0.3666  2.9341

Computed properties:
**SMILES**: C/P=N/P
**M**: 93.01 g/mol
**LUMO energy**: -0.01689 Eh

=====

<Q>
A 3-piece molecular cluster, CH5NP2 overall, computed with the ωB97M-V functional and the def2-TZVPD basis.

Geometry (Å):
C  -1.0201  1.4889  0.6485
N  -1.2382  -0.8791  -0.2562
P  -2.4750  -1.5883  -0.8519
P  0.0168  -0.0257  0.1850
H  -0.3361  2.3749  0.8130
H  -1.4238  1.3952  1.6363
H  -1.7675  1.6058  0.0044
H  1.3534  -2.5153  -0.4882
H  1.4747  -3.3662  -0.7589

Computed properties:
**M**: 93.01 g/mol
**LUMO energy (alpha / beta)**: -0.02689 / -0.02722 Eh

=====

So which one wins? Going from most stable to least: <P>, <Q>.

=====

<P>
A 11-piece molecular cluster, C21H64O11 overall, computed with the ωB97M-V functional and the def2-TZVPD basis.

Geometry (Å):
C  0.3280  0.0144  0.1341
O  -0.1889  1.3140  -0.2189
H  0.2941  -0.0772  1.2197
H  -0.3965  -0.6690  -0.3087
H  1.3381  -0.1622  -0.2354
H  0.6015  1.8578  -0.2530
C  -3.3794  0.7806  4.1153
C  -4.6565  -0.0650  4.1696
O  -4.8269  -0.5422  5.4557
H  -3.2082  1.1897  3.1197
H  -2.4729  0.2866  4.4652
H  -3.4721  1.5975  4.8310
H  -4.6521  -0.9300  3.5064
H  -5.5533  0.5169  3.9566
H  -4.8289  0.2208  6.0383
C  4.3578  0.2830  4.5406
C  5.4184  -0.3577  3.5807
O  6.7299  0.2082  3.7646
H  3.4283  -0.2518  4.3456
H  4.1646  1.3343  4.3275
H  4.7024  0.2259  5.5731
H  5.0963  -0.0844  2.5759
H  5.4153  -1.4406  3.7054
H  7.3893  -0.2630  3.2500
C  -1.2653  -4.4351  4.1697
C  -0.3439  -5.4412  3.4137
O  0.6573  -4.7596  2.6629
H  -1.9310  -4.9246  4.8805
H  -1.9103  -3.9258  3.4537
H  -0.7181  -3.6545  4.6982
H  -0.9294  -6.0034  2.6862
H  0.1201  -6.1304  4.1192
H  0.3141  -4.6683  1.7710
C  -0.6577  6.7316  -1.5321
C  -1.4065  8.0198  -1.8533
O  -1.2472  8.9574  -0.8389
H  0.4274  6.8322  -1.5568
H  -0.9080  5.9219  -2.2175
H  -0.8886  6.4109  -0.5162
H  -2.4594  7.8428  -2.0726
H  -0.9264  8.3706  -2.7669
H  -1.6592  9.7775  -1.1204
C  3.4481  -5.0415  -3.1190
C  2.8586  -6.2886  -3.8275
O  1.7443  -6.8012  -3.0960
H  3.7514  -5.3898  -2.1317
H  2.6885  -4.2837  -2.9266
H  4.3336  -4.6782  -3.6405
H  3.4922  -7.1755  -3.8206
H  2.6952  -6.1313  -4.8936
H  1.4338  -7.5712  -3.5778
C  -0.8760  -0.7495  -6.1112
C  0.2065  -0.8276  -5.0222
O  1.5284  -0.7100  -5.6304
H  -0.8237  0.1966  -6.6499
H  -1.8740  -0.7769  -5.6737
H  -0.8757  -1.6067  -6.7845
H  0.1291  -1.7740  -4.4870
H  0.0002  -0.0386  -4.2989
H  1.5938  0.1061  -6.1316
C  0.0896  5.7833  4.1153
C  1.4675  6.1246  4.7427
O  2.3829  6.3244  3.6868
H  0.0445  4.8757  3.5134
H  -0.1760  6.5867  3.4283
H  -0.6055  5.6841  4.9491
H  1.7625  5.2449  5.3147
H  1.3864  7.0335  5.3388
H  2.2595  7.2137  3.3470
C  4.7263  2.5075  -1.5741
C  4.7631  3.3872  -0.3658
O  3.4273  3.4963  0.1825
H  4.0318  2.8272  -2.3510
H  4.4411  1.4990  -1.2745
H  5.7149  2.4781  -2.0322
H  5.2454  4.3333  -0.6114
H  5.3485  2.9327  0.4334
H  3.4040  4.0939  0.9334
C  -3.3197  -5.6222  -2.9812
C  -2.7761  -5.8376  -1.5658
O  -1.5822  -5.0716  -1.4356
H  -3.3152  -4.5838  -3.3126
H  -4.3359  -6.0164  -2.9806
H  -2.7468  -6.1388  -3.7513
H  -2.5826  -6.8563  -1.2299
H  -3.4878  -5.4816  -0.8210
H  -0.9704  -5.6254  -1.9259
C  -5.8226  -0.5815  -3.1742
C  -4.7345  -0.1962  -2.1634
O  -4.4494  1.1569  -2.2714
H  -6.0076  -1.6556  -3.1898
H  -5.6151  -0.3604  -4.2212
H  -6.7226  -0.0220  -2.9191
H  -3.8421  -0.8092  -2.2897
H  -5.0054  -0.3972  -1.1269
H  -3.7479  1.3066  -1.6333

Computed properties:
**SMILES**: CCO.CCO.CCO.CCO.CCO.CCO.CCO.CCO.CCO.CCO.CO
**M**: 492.73 g/mol
**LUMO energy**: 0.01343 Eh

=====

<Q>
C21H64O11 as an isolated structure, computed with the ωB97M-V functional and the def2-TZVPD basis.

Geometry (Å):
C  0.3210  1.4282  -2.6871
C  1.5289  0.5872  -2.4899
C  2.7969  1.2069  -3.1458
O  1.7876  0.3974  -1.1210
H  -0.0981  1.5289  -3.6883
H  0.4991  2.3902  -2.2065
H  -0.4953  0.9254  -2.1684
H  1.2738  -0.4099  -2.8487
H  3.0079  2.1396  -2.6227
H  2.7325  1.3904  -4.2183
H  3.6723  0.5830  -2.9653
H  0.9244  0.2912  -0.7145
C  1.1413  -2.0092  -0.2385
C  2.1542  -3.1082  -0.1683
C  3.5396  -2.7251  0.3018
O  1.6162  -4.1427  0.6226
H  0.1407  -2.3841  -0.4538
H  1.3821  -1.3547  -1.0762
H  1.0889  -1.4300  0.6834
H  2.3023  -3.6093  -1.1250
H  3.8800  -1.9749  -0.4119
H  4.1558  -3.6239  0.3256
H  3.5544  -2.3645  1.3303
H  2.1288  -4.9346  0.4445
C  5.2284  0.8245  0.7272
C  3.7035  0.8601  0.2629
C  2.8143  1.9216  1.0054
O  3.6750  1.0369  -1.1352
H  5.5991  1.8299  0.5277
H  5.8590  0.1054  0.2043
H  5.3840  0.7474  1.8032
H  3.2226  -0.0651  0.5806
H  2.7463  1.7447  2.0788
H  1.7788  1.9482  0.6661
H  3.1873  2.9305  0.8290
H  2.7963  0.7215  -1.3588
C  -1.3108  -0.5834  -3.0956
C  -2.4883  -1.3976  -3.7463
C  -3.8022  -1.0470  -3.0731
O  -2.6633  -1.0467  -5.0893
H  -0.4398  -0.9300  -3.6518
H  -1.1406  -0.8303  -2.0477
H  -1.4674  0.4784  -3.2857
H  -2.3226  -2.4669  -3.6146
H  -4.1042  0.0002  -3.0894
H  -3.7433  -1.3497  -2.0276
H  -4.5160  -1.6556  -3.6283
H  -2.7488  -0.0935  -5.1653
C  -3.1636  1.2620  1.9635
C  -4.0819  0.1930  1.3065
C  -4.2266  0.3872  -0.1948
O  -3.6583  -1.1210  1.5140
H  -2.1988  1.1798  1.4631
H  -3.1815  1.0549  3.0335
H  -3.5501  2.2797  1.9085
H  -5.0696  0.3285  1.7474
H  -4.5586  1.3833  -0.4876
H  -5.0617  -0.2193  -0.5451
H  -3.3119  0.2043  -0.7587
H  -4.4378  -1.5983  1.8076
C  2.1145  -0.5811  2.6653
O  2.4867  -1.7422  3.4374
H  1.2448  -0.2179  3.2128
H  2.9018  0.1723  2.6910
H  1.8853  -0.8819  1.6429
H  1.9234  -2.4721  3.1700
C  -1.4855  2.3104  -0.3518
O  -1.9009  3.6602  -0.1184
H  -2.3247  1.6282  -0.4873
H  -0.8630  2.0896  -1.2189
H  -1.0533  1.9249  0.5717
H  -2.3375  3.9385  -0.9268
C  -1.7039  -2.2629  0.0347
O  -1.9615  -0.8752  0.2760
H  -0.8535  -2.6052  0.6244
H  -2.5797  -2.8662  0.2738
H  -1.3988  -2.5081  -0.9826
H  -2.6971  -0.6922  0.8650
C  0.1740  0.1414  0.7132
O  -0.3374  0.0673  -0.5894
H  0.2532  -0.8149  1.2301
H  1.1813  0.5569  0.6834
H  -0.4338  0.7837  1.3505
H  -1.1372  -0.4603  -0.6488
C  -1.1331  -0.2989  3.1808
O  -0.5102  0.5687  4.0722
H  -0.4655  -1.0982  2.8591
H  -2.0036  -0.8089  3.5934
H  -1.4529  0.2172  2.2756
H  0.0341  1.1531  3.5394
C  -0.2556  2.5160  2.5320
O  0.7098  1.4648  2.6634
H  -1.1828  2.1166  2.1211
H  -0.3179  3.1184  3.4383
H  0.1822  3.1412  1.7538
H  1.5163  1.8020  3.0602

Computed properties:
**M**: 492.73 g/mol
**LUMO energy**: -0.00242 Eh

=====

So which one wins? Going from most stable to least: <P>, <Q>.

=====

<P>
An isolated ion of composition C5H7N2O and charge +1, computed with the ωB97M-V functional and the def2-TZVPD basis.

Geometry (Å):
C  -1.5344  1.1380  0.5817
C  -2.6246  0.9854  -0.1951
C  -1.6239  -0.9630  -0.3609
C  1.9395  0.6909  -0.9834
C  0.5440  -0.4931  0.7745
N  -0.7867  -0.1826  0.3358
N  -2.6703  -0.2853  -0.7640
O  1.3787  -0.3272  -0.5063
H  -1.6836  -2.0311  -0.8023
H  2.1348  0.5543  -2.0664
H  2.1319  1.6819  -0.6438
H  -0.8242  1.9110  0.9510
H  0.5049  -1.6202  1.1422
H  0.8464  0.2342  1.5982
H  -3.3461  -0.5732  -1.4666

Computed properties:
**Charge**: +1
**M**: 111.12 g/mol
**LUMO energy**: -0.24323 Eh

=====

<Q>
An isolated ion of composition C5H7N2O and charge +1, computed with the ωB97M-V functional and the def2-TZVPD basis.

Geometry (Å):
C  -0.2625  1.7042  0.4314
C  -1.2826  -1.5052  0.1845
C  -1.5352  1.4805  0.0996
C  0.8639  1.1081  -0.3345
C  1.0059  -0.4681  0.0740
N  -0.1267  -1.2152  -0.2026
N  -2.3944  -0.9863  0.0622
O  -2.5126  0.9476  -0.2367
H  -0.0002  2.0710  1.4187
H  -1.4610  -2.6269  0.4737
H  0.7190  1.1272  -1.5144
H  1.8078  1.5363  -0.2186
H  1.8698  -0.8491  -0.5048
H  1.4199  -0.2998  1.1269
H  -3.3101  -1.5290  0.2239

Computed properties:
**Charge**: +1
**M**: 111.12 g/mol
**LUMO energy (alpha / beta)**: -0.27276 / -0.27131 Eh

=====

So which one wins? Going from most stable to least: <P>, <Q>.

=====

<P>
An isolated ion of composition C5H7N2O and charge +1, computed with the ωB97M-V functional and the def2-TZVPD basis.

Geometry (Å):
C  -0.0494  -1.9400  -0.6615
C  -1.2030  -1.1662  -1.2658
C  0.7819  -1.2767  0.2188
C  -1.4982  -0.3440  -0.3023
C  0.3106  1.0988  0.1962
N  0.5865  2.3231  0.7906
N  -1.1614  0.5688  0.5137
O  1.0763  0.0006  0.4902
H  0.0278  -3.0911  -0.9145
H  -1.6074  -1.5435  -2.1481
H  1.6461  -1.7700  0.7077
H  0.2553  1.3544  -0.8218
H  0.9423  2.8270  -0.0072
H  1.1264  2.5409  1.6332
H  -1.2337  0.4179  1.5708

Computed properties:
**SMILES**: N[C@@H]1[NH+]=C=CC=CO1
**Charge**: +1
**M**: 111.12 g/mol
**LUMO energy**: -0.17312 Eh

=====

<Q>
An isolated ion of composition C5H7N2O and charge +1, computed with the ωB97M-V functional and the def2-TZVPD basis.

Geometry (Å):
C  2.5462  1.1449  -0.3981
C  1.2045  0.6659  -0.3192
C  0.4447  -0.6066  -0.6267
C  -0.8530  -0.4354  0.1205
C  -0.5855  0.7091  1.1786
N  1.5373  2.2147  1.3292
N  0.5795  1.2998  0.7111
O  2.5740  2.0476  0.5586
H  3.3478  1.2145  -1.0997
H  0.1537  -0.8513  -1.6623
H  1.0526  -1.3987  -0.2884
H  -1.5651  0.0764  -0.4705
H  -1.2620  -1.3162  0.5280
H  -1.3725  1.4554  1.1132
H  -0.4414  0.5661  2.2376

Computed properties:
**SMILES**: c1on[n+]2c1CCC2
**Charge**: +1
**M**: 111.12 g/mol
**LUMO energy**: -0.20229 Eh

=====

So which one wins? Going from most stable to least: <Q>, <P>.

=====

<P>
A 11-piece molecular cluster, BF4H20O10 overall, computed with the ωB97M-V functional and the def2-TZVPD basis.

Geometry (Å):
B  0.0480  -0.0860  0.5548
F  -0.8583  0.7735  1.1464
F  1.3126  0.4491  0.2725
F  0.2165  -1.2762  1.2733
F  -0.3575  -0.5193  -0.7406
O  2.8125  0.1787  2.3009
H  2.0505  0.2019  1.6756
H  2.8716  1.0730  2.6473
O  1.2129  -2.4946  -1.5613
H  0.5636  -1.8907  -1.1563
H  0.9568  -3.3668  -1.2505
O  -0.6425  3.4674  1.3711
H  -0.6179  2.5189  1.1861
H  0.2420  3.7771  1.1565
O  3.3808  0.5842  -1.7815
H  3.4670  -0.3600  -1.6126
H  2.9199  0.9245  -1.0076
O  -2.9059  0.6200  -0.8240
H  -2.2454  0.2455  -0.2244
H  -3.1772  -0.1212  -1.3740
O  0.4976  2.8991  -1.7928
H  0.2706  1.9973  -1.5459
H  -0.3171  3.2628  -2.1521
O  1.5396  -3.3609  2.4972
H  1.9359  -3.7171  1.6977
H  1.0746  -2.5640  2.2009
O  -3.4551  1.3866  2.2004
H  -4.0824  1.8335  1.6258
H  -2.5998  1.5475  1.7912
O  -0.6499  -0.1413  -3.4330
H  0.1451  0.2873  -3.7650
H  -0.4281  -0.3913  -2.5234
O  -1.9429  -2.5908  0.0524
H  -1.4028  -1.8590  0.3897
H  -1.8351  -3.2886  0.7052

Computed properties:
**Charge**: -1
**M**: 266.95 g/mol
**LUMO energy**: 0.10264 Eh

=====

<Q>
A 11-piece molecular cluster, BF4H20O10 overall, computed with the ωB97M-V functional and the def2-TZVPD basis.

Geometry (Å):
B  -19.7190  8.0411  10.7132
F  -20.7240  7.8818  9.8086
F  -19.3131  9.3126  10.5272
F  -20.2049  7.9176  12.0228
F  -18.6559  7.1772  10.4576
O  -22.8100  8.1654  13.3509
H  -22.0948  7.7948  12.8338
H  -23.5029  7.5063  13.3093
O  -20.2270  10.8559  13.4677
H  -20.1825  10.1577  12.8145
H  -21.1277  10.8256  13.7905
O  -16.6820  9.1825  9.9986
H  -17.4465  8.9566  10.5283
H  -16.6172  10.1352  10.0647
O  -19.0259  10.3679  8.1246
H  -19.3273  9.8462  8.8684
H  -18.8451  9.7254  7.4384
O  -17.5845  5.5975  8.7013
H  -16.7506  5.9635  8.4067
H  -17.9961  6.3060  9.1961
O  -22.9769  6.4402  10.8295
H  -22.1409  6.8326  10.5778
H  -23.0004  5.6052  10.3621
O  -16.8519  5.9155  12.3210
H  -17.7521  5.8863  11.9970
H  -16.6499  6.8490  12.3849
O  -20.3724  4.9802  13.3305
H  -19.9337  4.2987  12.8213
H  -20.6117  5.6454  12.6852
O  -20.7317  7.3183  15.4810
H  -20.8499  8.0182  14.8389
H  -21.0187  6.5256  15.0276
O  -20.2696  6.9860  6.8768
H  -19.3514  6.7341  6.7781
H  -20.3275  7.3392  7.7646

Computed properties:
**Charge**: -1
**M**: 266.95 g/mol
**LUMO energy**: 0.09731 Eh

=====

So which one wins? Going from most stable to least: <Q>, <P>.